Record 1
{"formula": "C3H6N3P", "method": "ωB97M-V/def2-TZVPD", "species": ["C", "H", "H", "H", "H", "N", "H", "C", "N", "N", "C", "P", "H"], "xyz": [[-0.5552, -1.4251, -0.7414], [0.2361, -1.6317, 2.3114], [1.2743, 1.5276, 1.4538], [-0.6581, 1.1339, -2.9237], [-0.0545, 1.2303, 2.2223], [-0.1106, -0.1524, -0.5420], [0.9892, 1.6789, -2.0842], [0.2180, -0.1277, 0.7568], [-0.5479, -2.1136, 0.3421], [0.3803, 1.2165, 1.2723], [-0.0634, -1.3425, 1.3342], [-0.3494, 1.7293, -1.7350], [-0.7587, -1.7238, -1.6664]], "fmax_ha_per_bohr": 0.0782, "lumo_energy_ha": -0.030, "homo_energy_ha": -0.29724}

***

Record 2
{"formula": "C3H6N3S3", "method": "ωB97M-V/def2-TZVPD", "species": ["N", "H", "H", "C", "H", "S", "H", "H", "S", "N", "C", "N", "H", "C", "S"], "xyz": [[-0.0569, -1.3876, -1.9459], [-1.2313, -1.1109, 1.4710], [-1.9141, -0.8574, -0.3017], [0.4392, 0.5072, -0.9399], [2.6777, -0.7623, -0.8157], [0.6179, -2.6283, 1.4581], [-0.0676, 0.7613, -1.8737], [0.4208, 0.2491, 1.1991], [0.8074, -3.8383, -1.3815], [0.1285, -2.2456, -1.0797], [-0.2170, 0.4238, 0.3705], [-0.1479, -2.0146, 0.2034], [-0.8589, 1.2008, 0.5591], [-1.0362, -0.8678, 0.4756], [2.2094, 0.5001, -1.0849]], "fmax_ha_per_bohr": 0.0742, "charge": -1, "lumo_energy_ha": [0.116, 0.104], "homo_energy_ha": [-0.11587, -0.10071]}

***

Record 3
{"formula": "C3H6N4", "method": "ωB97M-V/def2-TZVPD", "species": ["N", "C", "H", "H", "H", "H", "C", "H", "N", "C", "N", "H", "N"], "xyz": [[0.4192, 1.5889, -0.1288], [-1.2482, -0.2048, 0.0892], [1.0480, -1.5766, 0.2997], [2.4148, -0.7301, 0.5575], [1.1385, 2.2240, -0.1483], [-1.1755, 3.0537, -0.0246], [0.5504, 0.2738, 0.0296], [-2.7609, -1.4954, -0.2621], [-1.7668, 0.9614, -0.0493], [-0.9364, 2.0030, -0.1974], [-1.7528, -1.4611, -0.0692], [-1.5009, -2.2277, 0.5502], [1.5310, -0.7359, 0.0950]], "smiles": "Nc1nc[nH]c1N", "fmax_ha_per_bohr": 0.1372, "lumo_energy_ha": 0.032, "homo_energy_ha": -0.22036}

***

Record 4
{"formula": "C3H6N4", "method": "ωB97M-V/def2-TZVPD", "species": ["H", "N", "H", "N", "H", "H", "C", "H", "N", "H", "N", "C", "C"], "xyz": [[-1.2367, 0.8522, 1.3288], [2.4424, -0.8965, 0.2395], [3.2017, 0.3702, -1.0566], [1.3725, 0.9530, -0.3122], [-1.1918, -0.8951, 1.0702], [-1.7505, 1.0239, -1.1205], [-0.9964, 0.0440, 0.7495], [-1.4774, -0.8500, -1.0151], [1.2836, -1.0184, 0.7223], [-2.8587, 0.0070, -0.1366], [2.5050, 0.2442, -0.3405], [-1.8358, 0.0355, -0.5313], [0.5421, 0.1299, 0.4024]], "smiles": "CCc1nn[nH]n1", "fmax_ha_per_bohr": 0.1095, "lumo_energy_ha": 0.042, "homo_energy_ha": -0.38685}

***

Record 5
{"formula": "C3H6N4", "method": "ωB97M-V/def2-TZVPD", "species": ["H", "N", "H", "N", "H", "N", "H", "C", "C", "H", "N", "H", "C"], "xyz": [[2.7013, -0.1901, 0.5372], [-1.7104, -0.5459, -0.8198], [-0.1379, -2.0896, 1.6477], [0.2286, -0.4440, 0.6409], [-0.4060, 2.1964, 0.6050], [1.4622, 1.4037, -0.0325], [-0.1584, 2.0257, -1.1879], [1.5692, 0.1792, 0.4071], [-0.0414, 1.5290, -0.2652], [-2.4950, -0.2166, -1.3972], [0.3124, -1.9092, 0.5165], [-0.6923, -1.9996, -0.2786], [-0.6322, 0.0611, -0.3732]], "fmax_ha_per_bohr": 0.1149, "lumo_energy_ha": 0.026, "homo_energy_ha": -0.34385}

***

Record 6
{"formula": "C3H6N4", "method": "ωB97M-V/def2-TZVPD", "species": ["C", "H", "C", "N", "H", "C", "H", "N", "H", "H", "N", "H", "N"], "xyz": [[-0.8085, -1.0642, -1.0690], [-0.2652, 2.2335, -1.7906], [0.1666, 0.9890, -0.2516], [-1.5803, -0.6065, -0.0876], [1.9089, -0.1509, 0.1156], [1.0516, 0.2418, 0.6766], [0.0535, -1.6942, -0.8618], [-0.1368, 1.9913, -0.8191], [1.4238, 0.9982, 1.3786], [0.3679, -0.7390, 2.3290], [0.2409, -0.7714, 1.3265], [-1.2700, -1.0947, -2.0486], [-1.1524, -0.3329, 1.1019]], "fmax_ha_per_bohr": 0.0316, "lumo_energy_ha": [0.008, 0.008], "homo_energy_ha": [-0.27464, -0.27458]}

***

Record 7
{"formula": "C3H6N4", "method": "ωB97M-V/def2-TZVPD", "species": ["H", "N", "C", "C", "H", "H", "N", "N", "H", "H", "C", "H", "N"], "xyz": [[0.0510, -3.0860, 0.0491], [0.9661, 0.6134, 0.1137], [-0.1938, 1.1577, -0.1344], [0.5166, -2.1159, 0.0771], [-0.5022, 2.1927, -0.1949], [-2.3287, -0.4064, 1.1658], [-0.9775, 0.0535, -0.2211], [2.1823, 1.2388, -0.1149], [2.8638, 0.7729, 0.4770], [-2.8281, -0.5771, -0.3926], [0.0810, -0.9414, 0.0153], [2.4696, 1.0828, -1.0795], [-2.3001, 0.0150, 0.2394]], "fmax_ha_per_bohr": 0.0212, "lumo_energy_ha": 0.033, "homo_energy_ha": -0.27675}

***

Record 8
{"formula": "C3H6N4O", "method": "ωB97M-V/def2-TZVPD", "species": ["N", "N", "C", "H", "H", "H", "O", "H", "C", "H", "N", "C", "N", "H"], "xyz": [[2.3670, -0.0982, -0.0017], [0.9217, 0.0597, -0.2495], [-1.1083, 0.1188, 0.5282], [2.4790, -0.4586, 1.2213], [2.9570, 0.8181, -0.1697], [-3.0704, 1.2974, 0.8830], [0.2123, 0.4335, 0.8787], [-2.2376, -1.1358, -0.6320], [0.0939, -0.6669, -0.9920], [-1.4142, 1.4810, 2.1747], [-2.0326, 0.9752, 1.2430], [-1.1958, -0.6248, -0.4736], [0.5468, -1.1962, -2.0767], [1.4812, -1.0033, -2.3338]], "fmax_ha_per_bohr": 0.1821, "lumo_energy_ha": 0.016, "homo_energy_ha": -0.29102}

***

Record 9
{"formula": "C3H6N4O", "method": "ωB97M-V/def2-TZVPD", "species": ["H", "N", "H", "N", "N", "O", "H", "C", "H", "C", "C", "N", "H", "H"], "xyz": [[2.2524, 0.3057, 1.1801], [1.4538, -0.9929, -0.1792], [-2.1248, 1.6510, 0.1570], [2.4523, 0.1054, 0.1400], [-1.5657, 0.7792, 0.3879], [0.2373, 1.6472, -0.6004], [-3.1080, -0.5580, -0.2009], [-2.0665, -0.4048, -0.0962], [1.3167, 1.1449, -0.7278], [0.1888, -0.5368, 0.1153], [-1.0390, -1.3016, -0.1589], [-0.1765, 0.7703, 0.4150], [3.4268, -0.3296, 0.1027], [-1.2477, -2.2800, -0.5345]], "smiles": "N/N=c1/cc[nH]n1O", "fmax_ha_per_bohr": 0.1020, "lumo_energy_ha": 0.027, "homo_energy_ha": -0.28419}